Entry P
The following is a DFT calculation (ωB97M-V/def2-TZVPD) of a cluster of 2 separate species, ClH2N2O in total.

Summary:
**Charge**: -1

XYZ file:
```
6
ClH2N2O ωB97M-V/def2-TZVPD
N 0.433 -0.025 0.195
N 0.423 -0.423 -1.177
O 1.092 0.358 -1.854
Cl -1.904 -0.396 1.840
H -0.421 -0.450 0.746
H 0.378 0.936 0.251
```

Population analysis type Mulliken, resulting atomic charges in e: -0.328, 0.102, -0.436, -0.848, 0.265, 0.245

---

Entry Q
The following is a DFT calculation (ωB97M-V/def2-TZVPD) of a structure of composition ClH2N2O.

Summary:
**Charge**: -1

XYZ file:
```
6
ClH2N2O ωB97M-V/def2-TZVPD
N -0.095 0.000 0.103
N 0.101 1.194 0.160
O 1.050 1.523 1.880
Cl -0.804 -1.559 -2.164
H -0.418 -0.532 -0.853
H 0.166 -0.626 0.874
```

Population analysis type Mulliken, resulting atomic charges in e: 0.152, -0.232, -0.663, -0.761, 0.254, 0.250

---

Stability, lowest: entry Q

---

Entry P
The following is a DFT calculation (ωB97M-V/def2-TZVPD) of an isolated molecule of C3H7BO2S.

XYZ file:
```
14
C3H7BO2S ωB97M-V/def2-TZVPD
B -1.742 0.120 -0.016
C 0.152 -1.247 -0.333
C 0.954 -0.283 0.480
C 1.894 0.681 -0.093
O -1.146 -1.280 -0.021
O -1.060 1.139 0.035
S -3.577 0.170 -0.074
H 0.378 -0.991 -1.373
H 0.613 -2.219 -0.017
H 0.914 -0.310 1.624
H 1.326 1.658 -0.018
H 2.265 0.549 -1.046
H 2.615 0.616 0.656
H -3.586 1.396 0.197
```

Population analysis type Mulliken, resulting atomic charges in e: 0.304, -0.197, 0.178, -1.058, -0.459, -0.397, -0.355, 0.278, 0.269, 0.307, 0.315, 0.399, 0.345, 0.072

---

Entry Q
The following is a DFT calculation (ωB97M-V/def2-TZVPD) of an isolated molecule of C3H7BO2S.

XYZ file:
```
14
C3H7BO2S ωB97M-V/def2-TZVPD
B 1.252 1.211 -0.454
C -0.794 0.575 0.654
C -0.393 -0.832 0.686
C -1.107 -1.891 -0.025
O 0.256 1.489 0.494
O 1.596 0.183 -1.071
S 2.161 2.899 -0.749
H -1.565 0.741 -0.115
H -1.228 0.843 1.632
H 0.535 -1.072 1.181
H -2.128 -1.601 -0.270
H -1.097 -2.822 0.541
H -0.582 -2.101 -0.965
H 3.094 2.377 -1.537
```

Population analysis type Mulliken, resulting atomic charges in e: 0.405, -0.333, 0.232, -1.040, -0.500, -0.432, -0.372, 0.275, 0.294, 0.374, 0.348, 0.352, 0.305, 0.091

---

Stability, lowest: entry P

---

Entry P
The following is a DFT calculation (ωB97M-V/def2-TZVPD) of the ion C6H8N with charge +1.

Summary:
**Charge**: +1

XYZ file:
```
15
C6H8N ωB97M-V/def2-TZVPD
C -0.288 -1.685 0.814
C -0.284 -0.462 1.285
C 0.393 0.683 1.904
C -0.915 0.878 1.198
N -0.910 1.286 -0.077
C -0.580 0.914 -1.128
C -0.050 0.333 -2.234
H 0.544 -2.304 0.879
H -1.063 -2.034 0.277
H 1.022 1.278 1.344
H 0.394 0.671 2.993
H -1.803 1.320 1.727
H -0.044 0.959 -3.161
H 1.000 0.212 -2.230
H -0.616 -0.652 -2.353
```

Population analysis type Mulliken, resulting atomic charges in e: -0.839, 0.171, -0.535, -0.102, 0.009, 0.561, -0.925, 0.282, 0.416, 0.294, 0.280, 0.382, 0.382, 0.336, 0.288

---

Entry Q
The following is a DFT calculation (ωB97M-V/def2-TZVPD) of the ion C6H8N with charge +1.

Summary:
**Charge**: +1

XYZ file:
```
15
C6H8N ωB97M-V/def2-TZVPD
C -0.703 1.313 -1.363
C -0.073 0.409 -0.375
C 1.409 -1.016 0.601
C 0.021 -1.047 1.382
C 1.236 0.132 -0.279
C -1.905 1.676 -1.635
N -0.879 -0.210 0.544
H -0.137 1.964 -2.037
H 2.370 -0.909 1.276
H 1.628 -1.938 -0.009
H -0.408 -2.017 1.418
H 0.161 -0.651 2.292
H 1.960 0.645 -0.911
H -2.925 1.463 -1.687
H -1.756 0.186 0.784
```

Population analysis type Mulliken, resulting atomic charges in e: -0.460, 0.932, -0.420, -0.612, -0.343, -0.690, -0.099, 0.231, 0.363, 0.295, 0.339, 0.380, 0.405, 0.398, 0.281

---

Stability, lowest: entry Q

---

Entry P
The following is a DFT calculation (ωB97M-V/def2-TZVPD) of a structure of composition C36H40B2F4N5O7PY.

Summary:
**Expectation value of S²**: 0.78
**Spin multiplicity**: 2

XYZ file:
```
96
C36H40B2F4N5O7PY ωB97M-V/def2-TZVPD
Y 0.739 1.254 0.348
C 1.480 4.578 3.442
C 1.194 3.846 2.175
N 1.904 2.903 1.693
O 3.036 2.489 2.298
B 3.577 1.334 1.506
F 2.538 0.303 1.550
F 4.736 0.941 2.078
O 3.789 1.676 0.061
N 2.806 1.221 -0.771
C 2.899 1.510 -2.008
C 4.065 2.261 -2.560
C 1.814 1.000 -2.914
N 0.546 1.110 -2.840
O -0.001 1.797 -1.728
B -0.201 3.320 -1.955
F -0.878 3.562 -3.105
F 1.086 3.877 -1.971
O -0.943 3.805 -0.753
N -0.149 3.470 0.304
C 0.062 4.266 1.274
C -0.634 5.569 1.476
C 2.297 0.226 -4.109
H 2.321 4.117 3.953
H 0.603 4.559 4.092
H 1.720 5.623 3.241
H 4.990 1.869 -2.139
H 3.976 3.302 -2.245
H 4.097 2.225 -3.645
H -1.204 5.550 2.406
H -1.310 5.752 0.645
H 0.086 6.385 1.543
H 2.772 0.887 -4.835
H 1.451 -0.265 -4.582
H 3.027 -0.525 -3.802
O 0.315 -0.863 0.097
C -0.125 -1.903 -0.536
C 0.563 -3.001 -1.127
C 1.891 -3.388 -1.345
C 2.090 -4.566 -2.059
C 1.022 -5.331 -2.526
C -0.307 -4.943 -2.271
C -0.520 -3.793 -1.555
P -1.817 -2.564 -0.840
C -2.987 -2.968 -2.196
C -3.950 -3.961 -2.063
C -4.748 -4.312 -3.146
C -4.582 -3.683 -4.370
C -3.600 -2.711 -4.516
C -2.803 -2.361 -3.438
C -2.333 -3.497 0.655
C -3.126 -2.873 1.619
C -3.479 -3.527 2.791
C -3.031 -4.817 3.030
C -2.227 -5.445 2.088
C -1.884 -4.793 0.911
H 2.726 -2.793 -0.992
H 3.101 -4.896 -2.269
H 1.222 -6.233 -3.089
H -1.134 -5.547 -2.634
H -4.096 -4.453 -1.109
H -5.505 -5.078 -3.028
H -5.207 -3.955 -5.211
H -3.454 -2.226 -5.473
H -2.027 -1.613 -3.562
H -3.449 -1.857 1.448
H -4.104 -3.024 3.520
H -3.308 -5.333 3.941
H -1.869 -6.451 2.265
H -1.260 -5.296 0.186
C -3.739 0.636 0.570
C -3.657 -0.242 -0.678
C -4.953 -1.038 -0.833
C -3.448 0.654 -1.894
O -2.475 -1.043 -0.493
H -4.526 1.383 0.451
H -2.791 1.149 0.732
H -3.968 0.048 1.464
H -5.797 -0.359 -0.699
H -5.030 -1.826 -0.083
H -5.039 -1.487 -1.821
H -4.308 1.315 -2.025
H -3.340 0.057 -2.797
H -2.553 1.263 -1.772
O -0.675 1.089 2.202
N -0.800 0.188 3.154
C -0.374 -1.073 2.975
C -0.552 -2.008 3.975
C -1.167 -1.650 5.159
C -1.601 -0.339 5.314
C -1.410 0.563 4.295
H 0.076 -1.271 2.010
H -0.216 -3.019 3.793
H -1.316 -2.376 5.945
H -2.093 -0.009 6.218
H -1.724 1.595 4.320
```

Population analysis type Mulliken, resulting atomic charges in e: 0.493, -1.806, 0.865, 0.616, -0.565, 0.498, -0.274, -0.298, -0.481, 0.689, 0.627, -1.517, 0.764, -1.122, 0.667, 0.963, -0.327, -0.442, -0.775, 1.241, 0.149, -1.786, -1.863, 0.434, 0.336, 0.347, 0.376, 0.266, 0.450, 0.339, 0.399, 0.382, 0.443, 0.374, 0.395, -0.266, -0.378, 0.644, -0.497, -0.743, -0.823, -0.161, -1.036, 2.181, 0.517, -0.493, -0.763, -0.702, -0.738, -0.671, 0.378, 0.191, -0.955, -0.727, -0.776, -0.499, 0.629, 0.398, 0.441, 0.445, 0.414, 0.420, 0.387, 0.434, 0.590, -0.273, 0.475, 0.388, 0.440, 0.427, -1.295, 1.481, -1.636, -1.508, 0.568, 0.485, -0.119, 0.332, 0.531, 0.140, 0.308, 0.432, 0.307, 0.047, -0.461, 0.242, -0.072, -1.203, -0.197, -0.793, -0.180, 0.600, 0.456, 0.445, 0.430, 0.501

---

Entry Q
The following is a DFT calculation (ωB97M-V/def2-TZVPD) of a structure of composition C36H40B2F4N5O7PY.

Summary:
**Expectation value of S²**: 0.79
**Spin multiplicity**: 2

XYZ file:
```
96
C36H40B2F4N5O7PY ωB97M-V/def2-TZVPD
Y -0.986 -0.961 -0.375
C 1.287 -0.595 -4.541
C 0.324 -0.711 -3.411
N 0.654 -0.774 -2.180
O 1.991 -0.801 -1.890
B 2.549 -2.155 -1.583
F 3.878 -1.959 -1.287
F 2.331 -2.994 -2.683
O 1.933 -2.790 -0.368
N 0.594 -2.972 -0.559
C 0.138 -4.143 -0.329
C 0.988 -5.286 0.114
C -1.308 -4.310 -0.660
N -1.965 -3.222 -0.765
O -3.230 -3.343 -1.249
B -3.761 -2.012 -1.613
F -3.379 -1.122 -0.525
F -5.106 -2.077 -1.777
O -3.156 -1.448 -2.852
N -1.835 -1.201 -2.664
C -1.143 -0.851 -3.678
C -1.700 -0.693 -5.052
C -1.901 -5.636 -1.001
H 2.291 -0.459 -4.153
H 1.017 0.251 -5.176
H 1.262 -1.499 -5.152
H 1.796 -4.911 0.736
H 1.441 -5.772 -0.754
H 0.404 -6.021 0.663
H -2.783 -0.616 -5.007
H -1.439 -1.557 -5.667
H -1.286 0.193 -5.533
H -1.207 -6.452 -0.821
H -2.191 -5.636 -2.054
H -2.815 -5.794 -0.428
O 1.187 -2.707 2.354
C 1.985 -1.865 2.404
C 2.998 -0.967 2.455
C 4.117 -1.319 3.293
C 5.095 -0.402 3.538
C 5.022 0.895 3.002
C 3.959 1.229 2.173
C 2.956 0.333 1.839
P 1.558 0.811 0.767
C 2.329 1.583 -0.700
C 3.660 1.427 -1.070
C 4.115 1.946 -2.274
C 3.248 2.616 -3.124
C 1.912 2.754 -2.773
C 1.456 2.229 -1.574
C 0.958 2.272 1.702
C 1.357 3.580 1.447
C 0.878 4.626 2.225
C 0.004 4.377 3.272
C -0.393 3.074 3.540
C 0.076 2.035 2.752
H 4.164 -2.312 3.721
H 5.933 -0.681 4.163
H 5.787 1.625 3.225
H 3.910 2.230 1.762
H 4.337 0.856 -0.452
H 5.151 1.806 -2.556
H 3.609 3.018 -4.063
H 1.221 3.260 -3.436
H 0.407 2.293 -1.313
H 2.033 3.789 0.627
H 1.190 5.640 2.008
H -0.369 5.195 3.875
H -1.075 2.869 4.356
H -0.241 1.020 2.955
C -1.800 3.451 -0.117
C -2.381 2.156 -0.689
C -3.818 2.020 -0.170
C -2.421 2.227 -2.219
O -1.593 1.058 -0.296
H -2.468 4.292 -0.319
H -0.826 3.688 -0.546
H -1.677 3.355 0.965
H -4.444 2.823 -0.564
H -3.832 2.101 0.920
H -4.251 1.067 -0.470
H -2.949 3.119 -2.562
H -2.932 1.348 -2.619
H -1.405 2.251 -2.622
O -1.450 -1.536 1.787
N -2.038 -0.917 2.779
C -1.567 -1.113 4.024
C -2.160 -0.485 5.095
C -3.249 0.349 4.884
C -3.716 0.524 3.592
C -3.098 -0.125 2.544
H -0.716 -1.776 4.078
H -1.760 -0.652 6.084
H -3.725 0.853 5.714
H -4.560 1.163 3.376
H -3.389 -0.046 1.508
```

Population analysis type Mulliken, resulting atomic charges in e: -0.441, -2.230, -0.239, 2.318, -0.308, 0.441, -0.369, -0.409, -0.496, 0.967, 0.584, -1.940, 0.252, 1.023, -0.676, 0.170, -0.106, -0.306, -0.577, 1.003, 0.414, -2.030, -1.583, 0.334, 0.508, 0.321, 0.349, 0.342, 0.513, 0.485, 0.332, 0.394, 0.475, 0.291, 0.315, -0.413, 0.663, 0.471, -1.512, -0.513, -1.029, -0.125, 0.398, 1.932, -0.445, -1.020, -0.817, -0.816, -0.579, 0.415, 0.811, -0.658, -0.653, -0.643, -0.416, -0.609, 0.524, 0.405, 0.437, 0.458, 0.510, 0.402, 0.368, 0.477, -0.435, 0.393, 0.412, 0.392, 0.424, 0.118, -1.316, 1.567, -1.838, -1.445, 1.040, 0.550, 0.230, 0.140, 0.505, 0.275, 0.260, 0.563, 0.266, -0.053, -0.182, 0.036, -0.189, -0.679, -0.323, -1.270, -0.068, 0.469, 0.445, 0.430, 0.482, 0.655

---

Stability, lowest: entry P